{
  "formula": "C33H46ClHfNOP4S",
  "method": "ωB97M-V with the def2-TZVPD basis set",
  "fmax_ev_per_a": 5.02,
  "e_homo_ev": [-10.681, -10.681],
  "charge": 2,
  "species": ["H", "H", "C", "H", "H", "C", "C", "C", "Hf", "H", "C", "H", "C", "C", "C", "C", "H", "H", "H", "H", "H", "H", "P", "C", "C", "H", "C", "H", "H", "C", "H", "H", "C", "C", "H", "H", "C", "H", "H", "H", "P", "S", "C", "N", "C", "C", "H", "H", "C", "C", "C", "H", "H", "H", "P", "H", "C", "H", "C", "H", "H", "H", "H", "H", "H", "C", "C", "H", "H", "P", "Cl", "H", "C", "H", "H", "C", "C", "H", "C", "C", "H", "H", "C", "H", "C", "H", "H", "O"],
  "coordinates": [[-1.1811, 4.0040, -3.3136], [-0.6867, 3.0006, 2.4242], [-2.8759, 2.8090, -0.7021], [3.3007, 0.8789, -8.8159], [1.3144, 1.1427, 2.2955], [3.4259, 0.2039, -5.4573], [-2.0890, 3.5303, -6.4251], [1.5979, 1.6877, -5.9859], [-0.3510, -0.0325, 0.0534], [3.3816, 4.7351, -0.4594], [-0.1539, -1.8529, 2.7648], [-0.2783, -3.2394, -1.1349], [-3.7620, 1.9062, -7.0645], [3.4761, 2.8325, 2.9433], [-1.8090, 1.1506, -5.8465], [1.9316, 1.9071, -1.0678], [3.4016, -0.6939, 0.0789], [3.3743, 6.0428, -3.4271], [3.5244, -1.7975, -2.8612], [1.9552, -2.3357, -3.5367], [-3.8072, 3.2144, -0.2836], [1.4233, 2.8232, -1.4084], [1.8096, -2.0203, -1.1751], [0.7927, 3.9571, -4.2032], [-3.1739, 1.2341, 1.6533], [0.5531, -3.2826, 0.4411], [0.1233, 5.5429, -2.5055], [4.0089, -0.3440, -4.7154], [1.9418, 0.8537, -4.0056], [3.0359, 0.9051, -7.7590], [2.5896, 3.3420, 3.3448], [0.1352, -0.7473, -2.4985], [-0.1878, 4.4598, -3.3153], [0.8179, -0.5010, -1.6458], [2.9862, -3.4966, -2.6353], [2.3971, -1.7294, 1.1327], [-1.3081, 2.4738, -5.8863], [-3.9416, 1.9852, 1.8923], [-4.6954, 1.6713, -7.5784], [2.2634, 4.9880, 0.9114], [-1.8826, 1.9967, 0.5861], [-0.3688, -2.5882, 4.1322], [3.7992, 0.2023, -6.8142], [-0.0430, -1.2691, 1.7125], [-1.3009, 3.3863, 1.6019], [2.9377, -1.6825, 0.1776], [4.0135, 5.2928, 1.1219], [-3.1239, 2.0743, -1.4780], [2.3079, 0.9118, -5.0392], [-3.0233, 0.8777, -6.4626], [2.6535, -2.4487, -2.6945], [1.3439, 2.2288, -8.0757], [1.1720, -4.2804, -0.9124], [-0.6416, 5.9590, -1.8476], [3.5054, 2.9378, 1.1520], [-3.3894, -0.1462, -6.4793], [2.3826, 5.5935, -3.3939], [-2.7142, 0.8603, 2.5800], [2.1316, 1.9312, 0.4701], [3.1109, 1.8813, -2.6673], [4.6840, -0.3507, -7.1257], [-1.6997, 4.5512, -6.3908], [5.8972, 3.0319, 0.9064], [3.7184, -2.4553, 0.1717], [-2.1356, 3.9683, 2.0132], [2.1006, 4.5111, -4.2162], [1.3975, 6.1225, -2.5511], [4.3759, 3.3145, 3.3467], [-3.6297, 0.3807, 1.1333], [0.3475, 2.7675, -5.4144], [-2.1936, -1.1517, -0.9608], [3.4591, 1.7797, 3.2542], [1.9383, 1.6518, -7.3648], [5.0900, 2.3407, -0.5389], [-2.2989, 3.6168, -1.1691], [1.0301, 0.8041, -1.4042], [0.6979, -3.3309, -0.6445], [1.6204, 6.9970, -1.9384], [3.2676, 4.6484, 0.6289], [5.1001, 2.3640, 0.5543], [-1.2226, 0.3714, -5.3553], [-3.9093, 4.0380, -7.4192], [-3.3090, 3.2335, -7.0042], [5.2909, 1.3530, 0.9293], [1.2460, 1.2113, 1.1961], [-0.6589, 4.0369, 0.9954], [2.8455, 4.1091, -4.9033], [3.2296, 1.7681, -1.7063]],
  "forces_ev_per_angstrom": [[0.2649, 0.2079, 0.0106], [-0.1923, 0.0943, -0.0647], [0.0381, -0.1075, -0.4871], [0.0533, -0.0452, 0.2999], [0.1759, 0.3219, -0.4063], [0.2781, -0.0655, -0.3411], [0.4619, -0.7094, 0.2972], [0.5605, -0.7399, -0.1991], [-3.7796, -0.4191, 3.2741], [-0.0435, -0.0871, 0.2068], [-0.2468, 0.3621, -0.3989], [0.2132, -0.1152, 0.0207], [0.2413, -0.0366, 0.1940], [-0.1630, -0.0206, 0.1505], [0.0741, 0.8950, -0.2316], [1.7909, -0.5690, 0.0238], [-0.0916, -0.2338, -0.1407], [-0.2192, -0.0381, 0.0121], [-0.3386, -0.1384, 0.1487], [0.1901, -0.0673, 0.2454], [0.3128, -0.0935, -0.0223], [0.2729, 0.0648, -0.1395], [0.4374, 0.8467, -1.2071], [0.1502, 0.2786, 0.3902], [0.1653, -0.1486, 0.0276], [0.0421, -0.0032, -0.3205], [0.1827, 0.1958, 0.0531], [-0.0250, 0.0189, -0.3279], [0.1851, 0.0988, -0.4595], [0.1832, -0.3542, -0.0127], [0.2268, -0.1492, -0.1278], [-0.3660, 0.1550, 1.2958], [0.4636, -0.1450, -0.2715], [3.4140, -2.6264, -2.0381], [0.0290, 0.3135, -0.2146], [0.1001, 0.0195, -0.2997], [-1.1998, -0.2007, -0.0505], [0.2474, -0.2581, -0.0263], [0.2576, 0.0964, 0.2132], [0.2113, -0.1020, -0.0517], [-1.5357, 0.9749, 0.5628], [0.1866, 0.0316, -0.1863], [-0.2465, 0.1604, 0.3781], [0.0121, -0.3314, 0.4473], [0.5156, 0.0442, 0.1345], [0.3348, 0.0317, 0.1970], [-0.2244, -0.2246, -0.1812], [-0.0301, 0.1767, 0.1331], [-0.0599, 0.2291, -0.7957], [-0.2172, 0.1297, -0.2127], [0.4342, -0.7851, -0.1152], [0.2699, -0.1473, 0.2116], [-0.1378, 0.0467, 0.0360], [0.2042, -0.0475, -0.1524], [-0.4897, -0.1050, -0.5706], [-0.0362, 0.2038, -0.0399], [-0.0693, -0.1389, 0.1741], [-0.1753, 0.1257, -0.1825], [-0.3154, -0.2292, 0.0488], [0.0511, 0.1125, 0.3491], [-0.2370, 0.1284, 0.0331], [-0.1408, -0.3469, -0.1446], [-0.2121, -0.1292, -0.0092], [-0.1467, 0.1482, 0.0145], [0.1454, -0.1911, -0.1863], [-0.6427, -0.1040, 0.2844], [-0.0400, -0.0168, 0.1558], [-0.1869, -0.1092, -0.1218], [0.0517, 0.2876, 0.1224], [0.0843, 0.6170, -0.0174], [-0.5211, 0.0731, -0.0530], [0.0480, 0.2659, -0.0621], [-0.0521, -0.0625, 1.1248], [-0.0290, 0.0467, 0.2505], [-0.1009, -0.1844, 0.1102], [-0.7482, 2.2801, -0.4108], [-0.0758, -0.0797, -0.1040], [-0.0758, -0.2304, -0.1746], [0.1310, 0.1489, 0.1281], [0.2122, -0.0172, 0.0042], [-0.1868, 0.1692, -0.2513], [0.0549, -0.1715, -0.0241], [-0.2964, -0.2756, 0.0748], [-0.0291, 0.1523, -0.0199], [0.7428, 0.4530, -0.2373], [-0.1687, -0.0680, 0.0670], [-0.1588, 0.1894, 0.1245], [-0.4506, 0.2732, 0.0619]],
  "mulliken_charge": [0.55, 0.33, -1.12, 0.41, 0.30, -0.62, -0.27, -0.56, -0.20, 0.25, 0.85, 0.41, -0.49, -1.36, -0.53, 2.13, 0.11, 0.47, 0.29, 0.46, 0.52, -0.80, 1.28, 0.49, -1.41, 0.35, -0.49, 0.40, 0.39, -0.57, 0.40, 0.83, -0.79, -0.38, 0.52, 0.36, 0.45, 0.48, 0.39, 0.39, 1.05, -0.31, -0.77, -1.02, -1.17, -1.00, 0.51, 0.38, 0.60, -0.55, -1.28, 0.49, 0.47, 0.46, 1.49, 0.40, -0.66, 0.36, -0.06, 0.31, 0.40, 0.44, 0.50, 0.52, 0.49, -0.51, -0.67, 0.43, 0.40, 0.56, -0.42, 0.42, -0.62, 0.28, 0.14, -1.19, -1.32, 0.48, -1.23, -1.28, 0.33, 0.40, -0.58, 0.43, -0.42, 0.20, 0.48, -0.63]
}


{
  "formula": "C16H10Cl4N2O2RuS2",
  "method": "ωB97M-V with the def2-TZVPD basis set",
  "fmax_ev_per_a": 2.50,
  "spin_multiplicity": 2,
  "e_homo_ev": [-4.042, -4.186],
  "charge": -1,
  "de_lowest_kcal_mol": 0.0,
  "species": ["C", "H", "Cl", "C", "C", "C", "C", "C", "S", "H", "C", "C", "C", "C", "C", "Cl", "O", "C", "N", "H", "Ru", "C", "Cl", "H", "H", "H", "O", "C", "N", "C", "H", "H", "S", "C", "H", "Cl", "H"],
  "coordinates": [[-1.1986, -2.9926, -0.2499], [0.7763, 1.9661, 6.4623], [-3.0933, 3.2461, -1.6326], [1.4040, 3.3164, -1.7649], [-0.0920, 1.5170, 5.9739], [1.2082, -2.0208, 0.5657], [-1.0828, -1.8477, 0.5166], [-0.6997, 4.2498, -2.4665], [0.1580, 2.9750, 2.1209], [-1.9477, -1.2835, 0.8392], [0.6872, 4.2603, -2.5060], [0.0141, 4.1488, 4.5618], [-0.0581, -3.6860, -0.6026], [1.1752, -3.2006, -0.1678], [-0.6675, 2.3409, -0.9414], [1.5234, 5.4348, -3.4655], [-1.2586, 1.4166, -0.2351], [2.3806, -3.9111, -0.4767], [0.1035, -1.3624, 0.9074], [0.8297, 4.7909, 4.2289], [0.1463, 0.7472, 1.2833], [0.0009, 1.6286, 4.4669], [3.1370, 3.2987, -1.7966], [-0.9860, 2.0169, 6.3543], [0.0881, 4.0139, 5.6399], [-2.1732, -3.3287, -0.5741], [1.4115, 1.4418, -0.3043], [0.0561, 2.8349, 3.8216], [3.3277, -4.5073, -0.7363], [-1.3607, 3.2940, -1.6897], [-0.1034, -4.5866, -1.1992], [-0.1385, 0.4689, 6.2635], [0.0252, 0.1393, 3.6110], [0.7664, 2.3553, -0.9793], [2.1463, -1.5905, 0.8922], [-1.6065, 5.4181, -3.3687], [-0.9189, 4.6706, 4.3401]],
  "forces_ev_per_angstrom": [[-0.1187, -0.1557, 0.0056], [-0.0017, -0.0186, 0.0414], [-0.0165, -0.0050, 0.0076], [0.0555, -0.0994, 0.0659], [0.0047, 0.0607, -0.1238], [0.1179, -0.0584, 0.2009], [0.1652, -0.0813, 0.1735], [0.1466, -0.0213, 0.0125], [0.0862, -0.6586, -0.5543], [0.0032, 0.0826, -0.1395], [-0.1602, -0.0381, 0.0244], [-0.0215, -0.1013, -0.0208], [0.1562, 0.0781, 0.0649], [-0.3063, -0.0504, 0.0649], [0.3932, 0.3879, -0.2961], [0.0342, 0.0086, 0.0024], [0.5116, -1.0645, 1.0679], [0.1173, -0.0086, -0.0691], [-0.1437, 0.0544, -1.3517], [0.0148, 0.0258, 0.0198], [-0.2858, 1.8651, 1.6426], [-0.0305, 0.6013, 0.1768], [0.0093, -0.0050, 0.0017], [-0.0011, -0.0271, 0.0508], [0.0117, 0.0315, -0.0029], [-0.0059, 0.0114, 0.0329], [-0.3772, -0.9907, 0.9456], [-0.0402, -0.5378, 0.2657], [-0.0036, 0.0017, 0.0266], [-0.0452, -0.1320, 0.0643], [-0.0176, -0.0002, -0.0095], [-0.0070, -0.0059, 0.0617], [0.1635, 0.4647, -2.1648], [-0.3635, 0.3171, -0.2340], [-0.0044, 0.0478, -0.0781], [-0.0306, -0.0008, -0.0029], [-0.0098, 0.0222, 0.0270]],
  "mulliken_charge": [-0.82, 0.33, -0.23, 0.10, -1.58, -0.11, -0.09, 0.19, -0.30, 0.43, 0.18, -1.36, -0.12, 0.26, 0.41, -0.23, -0.88, -0.04, -0.11, 0.33, 0.31, 0.78, -0.22, 0.33, 0.34, 0.40, -0.96, 0.64, -0.50, 0.12, 0.48, 0.40, -0.52, 0.49, 0.49, -0.24, 0.28]
}


Among the records above, which one has the lowest charge? C16H10Cl4N2O2RuS2


Among the records above, which one has the lowest charge? C16H10Cl4N2O2RuS2


Which of these has the lowest charge? C16H10Cl4N2O2RuS2


Which value of charge does entry 2 give? -1